Version one
This record from the Open Molecules 2025 dataset describes an isolated ion of composition C2H7N4 and charge +1. The level of theory is the ωB97M-V functional and the def2-TZVPD basis.

Multiplicity = 1
Total charge = +1
Frontier orbital gap = 10.4 eV
LUMO level = -4.023 eV
E_HOMO = -14.39 eV

Cartesian coordinates (Å):
H -0.94 1.63 1.26
C -0.99 0.82 0.42
H -1.32 1.46 -0.47
H 0.12 -0.53 -1.74
H 1.23 0.80 0.74
N -1.85 -0.19 0.91
N 0.85 -0.09 -1.30
N 0.10 -1.12 0.73
H 1.64 -0.75 -1.26
N -1.17 -1.22 1.16
C 0.45 0.17 0.21
H 0.75 -1.83 1.04
H 1.13 0.83 -1.70


Version two
This record from the Open Molecules 2025 dataset describes a 2-piece molecular cluster, C2H7N4 overall. The level of theory is the ωB97M-V functional and the def2-TZVPD basis.

Multiplicity = 1
Total charge = +1
Frontier orbital gap = 11.1 eV
LUMO level = -3.266 eV
E_HOMO = -14.35 eV

Cartesian coordinates (Å):
N 0.67 -1.71 -0.40
C -0.69 2.54 0.80
C -0.13 1.41 0.40
H 2.14 -4.41 -0.08
H 0.76 0.91 0.75
N -0.84 0.47 -0.43
H -0.63 -0.58 -0.49
N 1.28 -2.64 -0.39
H -1.77 0.42 0.03
N 2.04 -3.54 -0.53
H -1.65 2.87 0.39
H -1.04 0.92 -1.29
H -0.14 3.34 1.25


Most stable to least stable, the ends of the list are version one and version two.


Version one
This record from the Open Molecules 2025 dataset describes one molecule with the formula C21H27NO5. The level of theory is the ωB97M-V functional and the def2-TZVPD basis.

Multiplicity = 1
Frontier orbital gap = 8.3 eV
LUMO level = 0.530 eV
E_HOMO = -7.77 eV

Cartesian coordinates (Å):
C -2.67 1.49 -0.77
H -3.31 2.05 -1.47
H -2.76 -2.65 1.12
H -3.31 -0.41 3.13
H 0.28 -2.91 -1.13
O -4.18 2.41 0.88
H -2.45 -4.38 0.99
C 2.10 -0.35 -0.55
H 7.85 0.68 0.86
C -0.77 2.35 -2.15
H -3.66 -1.35 -1.92
H -0.37 3.99 -0.06
H 4.50 1.71 -1.78
C -0.69 -3.15 0.78
H 2.14 1.08 -2.15
C -0.34 1.19 0.04
H -1.42 3.04 -2.68
C -2.63 0.05 -1.20
H -2.00 -3.51 2.46
C 6.88 0.20 0.96
H 6.99 -0.87 0.80
H -0.70 1.04 1.06
H -4.76 0.45 2.52
H -1.59 3.37 1.05
H -2.08 4.13 -0.46
C 4.02 0.97 -1.16
C 2.71 0.62 -1.35
C 2.86 -0.96 0.44
O -3.05 0.54 1.37
H 2.40 -1.72 1.06
H -0.99 -4.16 -1.10
C -2.06 -3.44 1.38
C 4.77 0.36 -0.15
O -2.71 -2.61 -1.88
C -1.71 -2.19 -1.30
C -0.70 -3.17 -0.75
O 6.07 0.79 -0.03
C -0.26 -0.17 -0.61
H -0.74 1.41 -2.69
C -1.33 3.49 0.00
N 0.82 -0.80 -0.81
C -3.68 0.49 2.64
H 4.73 -1.10 1.44
C -3.40 1.56 0.57
H 0.02 -3.91 1.12
H 0.23 2.77 -2.13
H 0.66 1.61 0.10
H -0.33 -2.18 1.13
C 4.18 -0.60 0.65
O -3.78 -0.37 -1.69
H 6.48 0.38 1.96
H -3.42 1.38 3.23
C -1.53 -0.76 -1.03
C -1.27 2.14 -0.71


Version two
This record from the Open Molecules 2025 dataset describes one molecule with the formula C21H27NO5. The level of theory is the ωB97M-V functional and the def2-TZVPD basis.

Multiplicity = 1
Frontier orbital gap = 8.6 eV
LUMO level = 0.743 eV
E_HOMO = -7.88 eV

Cartesian coordinates (Å):
H 0.84 3.26 -1.54
C 4.62 0.19 -0.33
C -0.46 -1.23 -3.03
H 4.92 -0.79 1.57
C -2.54 0.13 -0.36
C -3.60 2.21 2.42
H 1.58 2.18 1.19
H 2.78 -0.12 2.54
H -1.50 2.95 1.22
C 2.28 -0.78 1.84
C 0.28 -1.92 1.15
H -2.72 2.14 3.07
C -0.49 0.98 -1.32
H 4.27 -0.05 -1.33
C -1.49 0.01 -1.28
C 1.85 2.67 0.25
H 0.31 0.92 -2.03
H -0.64 -2.18 -3.53
H -1.30 -4.09 0.71
H 0.51 -1.27 -2.52
H -3.80 -1.25 -2.30
H 3.92 1.56 1.09
C 4.46 -1.02 0.61
C -2.53 1.19 0.56
H -0.45 -0.43 -3.77
C 0.99 -2.49 0.10
O -3.58 1.22 1.42
H 0.21 4.02 -0.07
C 3.01 -1.35 0.80
H 2.45 3.55 0.48
C -4.37 -0.89 -1.44
C 0.94 -1.04 2.01
H -4.83 0.08 -1.69
O -1.02 -2.17 1.44
C -1.73 -3.08 0.64
H -2.74 -3.09 1.04
C -1.50 2.13 0.53
C 2.72 1.71 -0.55
H 5.67 0.49 -0.38
C -0.50 2.04 -0.43
O -3.57 -0.78 -0.28
H 0.51 -3.17 -0.59
H 2.87 -2.64 -0.90
O 2.49 1.37 -1.69
H -3.66 3.22 2.00
N 3.82 1.30 0.12
O -1.51 -1.08 -2.11
H -1.76 -2.77 -0.40
C 0.58 3.09 -0.50
H -4.49 2.01 3.01
H -5.16 -1.60 -1.19
H 0.38 -0.60 2.82
H 4.99 -1.87 0.17
C 2.34 -2.19 -0.07


Most stable to least stable, the ends of the list are version one and version two.


Version one
This record from the Open Molecules 2025 dataset describes a 2-piece molecular cluster, C3H3BrO2 overall. The level of theory is the ωB97M-V functional and the def2-TZVPD basis.

Multiplicity = 1
Frontier orbital gap (alpha / beta) = 8.7 / 8.7 eV
LUMO level (alpha / beta) = -0.397 / -0.397 eV
E_HOMO (alpha / beta) = -9.13 / -9.13 eV

Cartesian coordinates (Å):
O 2.03 0.36 -0.40
H -0.63 1.18 1.49
C 0.83 1.13 -0.54
Br -2.41 0.60 -0.22
H 0.26 1.00 -1.53
O 2.85 2.44 0.38
C -0.83 0.31 0.87
H -0.47 -0.63 1.05
C 2.07 1.64 -0.03


Version two
This record from the Open Molecules 2025 dataset describes a 2-piece molecular cluster, C3H3BrO2 overall. The level of theory is the ωB97M-V functional and the def2-TZVPD basis.

Multiplicity = 1
Frontier orbital gap (alpha / beta) = 5.8 / 5.8 eV
LUMO level (alpha / beta) = -3.257 / -3.258 eV
E_HOMO (alpha / beta) = -9.02 / -9.02 eV

Cartesian coordinates (Å):
O 1.41 1.72 0.12
O -0.87 -1.02 0.67
C 0.36 1.23 0.51
C 0.24 -1.48 -0.15
C 0.02 -0.13 0.31
H -0.38 1.79 1.10
Br -1.71 1.76 -1.74
H 0.95 -2.12 0.36
H -0.02 -1.75 -1.17


Most stable to least stable, the ends of the list are version two and version one.


Version one
This record from the Open Molecules 2025 dataset describes C2H5O2Zn as an isolated structure. The level of theory is the ωB97M-V functional and the def2-TZVPD basis.

Multiplicity = 2
Frontier orbital gap (alpha / beta) = 8.7 / 8.2 eV
LUMO level (alpha / beta) = 0.248 / -1.503 eV
E_HOMO (alpha / beta) = -8.44 / -9.74 eV

Cartesian coordinates (Å):
O -1.17 -0.01 -0.80
O 1.50 0.42 -0.53
C 0.70 0.38 0.63
H 1.29 -0.07 1.44
H -0.27 -1.51 0.32
C -0.56 -0.44 0.36
H 0.91 0.76 -1.22
H 0.40 1.40 0.92
Zn -1.58 -0.59 -2.36
H -1.23 -0.34 1.24


Version two
This record from the Open Molecules 2025 dataset describes C2H5O2Zn as an isolated structure. The level of theory is the ωB97M-V functional and the def2-TZVPD basis.

Multiplicity = 2
Frontier orbital gap (alpha / beta) = 7.2 / 8.7 eV
LUMO level (alpha / beta) = 0.213 / -0.467 eV
E_HOMO (alpha / beta) = -7.02 / -9.19 eV

Cartesian coordinates (Å):
O 0.82 -1.56 -0.23
C 0.73 0.25 1.36
H 1.79 -1.59 1.61
Zn -0.23 -0.36 -1.15
O 0.22 1.01 0.25
H 2.49 -0.51 0.40
C 1.53 -0.91 0.78
H -0.12 -0.13 1.95
H 1.35 0.89 2.00
H -0.24 1.91 0.55


Most stable to least stable, the ends of the list are version two and version one.


Version one
This record from the Open Molecules 2025 dataset describes one molecule with the formula C2H4NP. The level of theory is the ωB97M-V functional and the def2-TZVPD basis.

Multiplicity = 3
Frontier orbital gap (alpha / beta) = 6.8 / 8.5 eV
LUMO level (alpha / beta) = 0.711 / -1.062 eV
E_HOMO (alpha / beta) = -6.10 / -9.58 eV

Cartesian coordinates (Å):
H -2.31 -0.60 -0.47
H -0.52 -1.79 0.68
H -1.36 0.46 -1.70
C 0.93 0.42 0.93
P 0.10 -0.82 -0.13
H 2.69 1.39 0.50
N 1.83 1.19 0.97
C -1.36 -0.25 -0.79


Version two
This record from the Open Molecules 2025 dataset describes one molecule with the formula C2H4NP. The level of theory is the ωB97M-V functional and the def2-TZVPD basis.

Multiplicity = 3
Frontier orbital gap (alpha / beta) = 6.2 / 7.6 eV
LUMO level (alpha / beta) = 0.918 / -2.316 eV
E_HOMO (alpha / beta) = -5.33 / -9.93 eV

Cartesian coordinates (Å):
N 0.39 1.81 0.10
H 0.26 -0.81 -1.68
H -1.40 -0.90 -1.05
C -0.31 -0.56 -0.78
P 0.48 -1.10 0.79
C 0.17 0.60 0.04
H 0.92 2.20 0.89
H -0.52 -1.26 1.68


Most stable to least stable, the ends of the list are version one and version two.


Version one
This record from the Open Molecules 2025 dataset describes one molecule with the formula C14H23NO2. The level of theory is the ωB97M-V functional and the def2-TZVPD basis.

Multiplicity = 1
Frontier orbital gap = 10.1 eV
LUMO level = 0.570 eV
E_HOMO = -9.49 eV

Cartesian coordinates (Å):
C -2.83 0.67 -0.19
H -3.11 1.50 -0.95
C -1.53 2.80 0.45
H -0.67 0.83 0.07
H 3.65 2.25 1.73
H -1.49 0.99 1.60
C 3.26 0.64 0.41
C 2.56 -2.21 -0.43
H 0.07 -1.13 -0.76
H -3.32 -0.83 -1.82
H -0.71 3.14 1.15
H 2.53 -3.10 -1.02
C 2.15 2.77 0.26
C 2.50 0.21 -0.64
H -3.26 -1.81 0.78
C -1.21 -2.08 0.71
C 1.37 -2.27 0.53
N 1.37 2.36 -0.78
H -1.58 -0.72 -1.40
H -2.75 -2.85 -0.58
H 3.54 -2.27 0.09
H 1.27 -3.25 1.02
C 1.55 1.09 -1.19
H 0.90 0.71 -2.03
H 1.55 -1.53 1.34
H -3.69 0.52 0.51
H -0.13 -2.82 -0.93
H -0.49 3.05 -1.23
H -2.52 3.17 0.93
C -2.57 -1.93 -0.03
O -1.41 3.35 -0.85
H 1.94 3.79 0.61
O 2.60 -1.06 -1.31
H -1.13 -1.34 1.49
C 0.06 -2.03 -0.13
H -1.25 -3.06 1.22
C -1.61 1.22 0.52
C -2.59 -0.67 -0.96
H 3.96 0.01 0.90
C 3.00 1.90 0.93


Version two
This record from the Open Molecules 2025 dataset describes C14H23NO2 as an isolated structure. The level of theory is the ωB97M-V functional and the def2-TZVPD basis.

Multiplicity = 1
Frontier orbital gap = 9.0 eV
LUMO level = 0.806 eV
E_HOMO = -8.24 eV

Cartesian coordinates (Å):
C -2.11 1.94 -3.78
H -2.22 1.78 -1.08
H -0.40 1.01 -3.34
C 2.38 -2.29 3.94
H 0.41 1.45 4.57
H 1.94 1.18 5.59
H -1.72 -1.29 -0.60
H 1.69 0.98 1.83
H 0.12 -1.24 -2.81
C 1.69 -0.34 -0.42
H -0.24 0.93 -0.89
C 1.57 1.29 4.54
H 2.77 -3.22 4.38
H -1.19 -2.43 -2.56
H -0.30 0.09 0.63
C 2.37 -2.14 2.47
C -1.83 -0.44 -2.96
N -1.37 1.10 -2.93
H -2.27 1.62 -4.78
H 2.07 0.46 -0.27
H -2.78 -0.28 -2.50
O 2.03 -1.55 0.35
H 2.45 -3.23 1.91
C -0.70 -1.31 -2.45
H -0.19 -2.10 -0.49
C 0.04 0.15 -0.34
C -3.38 2.17 -2.66
C 1.82 0.07 3.71
H -3.96 2.99 -3.00
C 1.76 -0.04 2.26
H 2.40 -1.08 5.56
H -1.86 -0.80 -4.25
H -4.01 1.29 -2.70
C -0.78 -1.36 -0.94
C 1.98 -1.15 1.71
H 2.28 1.93 4.16
H 1.83 -0.53 -1.36
C 2.09 -1.14 4.72
H -1.58 2.89 -3.84
O -2.79 2.65 -1.41


Most stable to least stable, the ends of the list are version one and version two.